No. 1
DFT (wB97M-V/def2-TZVPD) results for an isolated molecule of C6H10.

Its HOMO-LUMO gap is 9.98 eV. The calculation puts the relative energy (zero: lowest compared OMol25 entry of this formula, charge and spin) at 16.97 kcal per mole. The net charge is 0. As for the multiplicity: 1. The value obtained for the LUMO energy is 1.144 eV.

Geometry as XYZ:
```
16
Properties=species:S:1:pos:R:3:forces:R:3:lowdin_charge:R:1
C 0.078498 -1.908290 1.303800 -0.25 0.36 0.02 -0.07
C -0.048003 -0.657501 0.409541 0.16 0.64 -0.22 -0.21
C 0.913659 -0.392332 -0.483886 -0.06 0.10 -0.07 -0.10
C 0.626711 0.810853 -1.360815 0.00 0.12 0.06 -0.19
C -0.232155 1.638430 -0.399302 -0.58 0.36 -0.11 -0.24
C -1.094674 0.575213 0.253337 0.50 -1.42 0.62 -0.15
H -0.813376 -2.546570 1.335141 -0.02 0.34 -0.11 0.07
H 0.899758 -2.570026 0.965791 -0.35 0.58 -0.10 0.07
H 0.316812 -1.655447 2.344203 -0.18 0.14 -0.12 0.07
H 1.858103 -0.927329 -0.570939 -0.37 -0.26 -0.12 0.11
H 1.536235 1.288049 -1.737941 -0.19 0.11 0.12 0.10
H 0.025773 0.499380 -2.231430 0.18 0.05 0.11 0.11
H 0.427730 2.153917 0.315719 -0.33 -0.16 -0.08 0.12
H -1.010376 2.335153 -0.773807 1.06 0.14 -0.49 0.11
H -1.877107 0.342172 -0.492289 0.15 -0.34 0.39 0.11
H -1.607587 1.014329 1.122877 0.28 -0.76 0.11 0.10
```
Positions in Å, forces in eV/Å.

No. 2
DFT (wB97M-V/def2-TZVPD) results for an isolated molecule of C4H7FO2S.

Its HOMO-LUMO gap is 10.78 eV. The calculation puts the relative energy (zero: lowest compared OMol25 entry of this formula, charge and spin) at 57.24 kcal per mole. The net charge is 0. As for the multiplicity: 1. The value obtained for the LUMO energy is 0.112 eV.

Geometry as XYZ:
```
15
Properties=species:S:1:pos:R:3:forces:R:3:lowdin_charge:R:1
C 1.672839 0.580600 -0.742020 -1.40 -1.96 0.63 -0.18
C 0.998850 -0.793671 -0.828290 0.51 1.12 -0.32 -0.05
C -1.005736 0.273064 1.528517 0.75 0.30 -1.88 -0.12
C -0.302188 -1.041745 -0.760894 0.29 0.41 0.16 -0.16
O -2.830590 -0.453606 -0.305319 1.73 0.86 -0.15 -0.33
O -1.135893 1.438791 -0.772469 -1.08 -0.47 -0.20 -0.35
F 2.243440 0.558342 0.500352 0.68 0.23 2.13 -0.05
S -1.491901 0.137134 -0.226392 0.19 0.71 0.79 0.65
H 2.558308 0.577174 -1.341025 -0.22 0.78 -1.48 0.12
H 0.860358 1.272863 -0.713554 0.45 1.38 -0.85 0.08
H 1.832007 -1.462835 -0.840857 -0.36 -1.48 -0.29 0.11
H -1.751979 1.050128 1.795013 0.63 -0.88 1.01 0.09
H -0.894657 -0.738943 1.886685 -1.30 -0.20 0.86 0.06
H 0.074079 0.556979 1.554726 -1.03 0.71 -0.23 0.07
H -0.826936 -1.954269 -0.734478 0.16 -1.52 -0.18 0.08
```
Positions in Å, forces in eV/Å.

No. 3
DFT (wB97M-V/def2-TZVPD) results for an isolated molecule of C4H6N2O.

Its HOMO-LUMO gap (alpha / beta) is 7.35 / 8.33 eV. The calculation puts the relative energy (zero: lowest compared OMol25 entry of this formula, charge and spin) at 108.02 kcal per mole. The net charge is 0. As for the multiplicity: 1. The value obtained for the LUMO energy (alpha / beta) is -0.466 / 0.326 eV.

Geometry as XYZ:
```
13
Properties=species:S:1:pos:R:3:forces:R:3:lowdin_charge:R:1
C -0.836762 -0.126102 -1.481976 -0.33 -0.12 -0.11 -0.09
C -0.381165 -0.596103 1.944937 -0.83 0.65 1.69 0.00
O 0.246669 -0.959568 0.881677 0.72 -0.93 -1.27 -0.04
C 0.940487 -0.124026 0.099932 -0.30 0.28 -0.28 -0.35
N 0.591667 -0.345802 -1.228970 0.36 0.32 0.12 -0.03
C 1.360392 1.122694 0.638585 0.54 0.61 0.11 -0.18
N 1.844489 2.108915 1.032721 -0.51 -0.86 -0.34 0.15
H -1.012275 -0.011194 -2.551705 0.07 -0.03 0.07 0.08
H -1.405127 -0.997209 -1.136024 0.10 0.19 -0.11 0.08
H -1.233168 0.761164 -0.961900 0.18 -0.11 -0.17 0.09
H -0.845084 -1.392715 2.504070 0.08 0.11 0.02 0.08
H -0.482616 0.462804 2.148069 0.00 -0.13 0.21 0.08
H 1.212487 0.097137 -1.889422 -0.07 0.02 0.05 0.12
```
Positions in Å, forces in eV/Å.

No. 4
DFT (wB97M-V/def2-TZVPD) results for a cluster of 2 separate species, C9H12N4 in total.

Its HOMO-LUMO gap is 9.64 eV. The calculation puts the relative energy (zero: lowest compared OMol25 entry of this formula, charge and spin) at 90.59 kcal per mole. The net charge is 0. As for the multiplicity: 1. The value obtained for the LUMO energy is 0.902 eV.

Geometry as XYZ:
```
25
Properties=species:S:1:pos:R:3:forces:R:3:lowdin_charge:R:1
C 0.458973 2.867082 2.128020 1.14 -0.14 -0.69 -0.09
C -0.804097 3.080404 1.634598 0.78 -0.70 -0.47 -0.09
C 1.402708 2.121767 1.425227 0.47 -1.39 -0.58 -0.08
C -1.167220 2.560425 0.421369 -2.83 1.16 -1.06 -0.05
C 1.028423 1.557982 0.213708 1.09 -0.50 -1.16 -0.04
C -0.250642 1.849041 -0.279793 -0.25 -2.00 -1.26 -0.26
C 1.957835 -3.065661 0.201931 -0.01 -2.45 3.19 -0.11
C -0.904435 -2.829445 -1.433332 0.01 -0.36 1.19 -0.08
C -0.099140 -1.979039 -0.453186 1.69 0.10 -1.55 -0.29
N -2.641145 0.732107 -2.570350 0.64 0.16 0.37 0.19
N -1.695881 0.969310 -1.986545 -3.59 0.02 -1.06 -0.23
N -0.672611 1.135324 -1.443686 4.26 0.28 0.74 0.09
N 1.317506 -2.315951 -0.527175 -0.49 1.02 -1.89 -0.04
H 0.838865 3.389696 2.949365 -0.03 0.50 1.63 0.09
H -1.533441 3.550802 2.189746 -1.23 1.34 1.21 0.08
H 2.408066 1.774748 1.788460 -1.12 1.06 0.00 0.12
H -2.221905 2.784977 -0.062687 2.24 -0.65 1.24 0.16
H 1.783340 0.924975 -0.389729 -1.62 1.01 1.01 0.14
H 2.993539 -3.286008 0.034065 0.70 0.23 -0.49 0.05
H 1.631043 -3.685507 1.157985 -0.27 1.28 -1.53 0.10
H -0.990043 -3.790377 -0.882233 -0.15 0.17 -0.96 0.08
H -1.903052 -2.416949 -1.578671 0.01 -0.03 0.02 0.06
H -0.417005 -2.942635 -2.402655 0.06 -0.04 0.21 0.07
H -0.109185 -0.930366 -0.659446 -0.30 0.57 -0.51 0.05
H -0.410498 -2.056702 0.525014 -1.21 -0.62 2.39 0.08
```
Positions in Å, forces in eV/Å.

No. 5
DFT (wB97M-V/def2-TZVPD) results for a cluster of 2 separate species, C4H8NO2 in total.

Its HOMO-LUMO gap is 3.79 eV. The calculation puts the relative energy (zero: lowest compared OMol25 entry of this formula, charge and spin) at 173.59 kcal per mole. The net charge is -1. As for the multiplicity: 1. The value obtained for the LUMO energy is 1.077 eV.

Geometry as XYZ:
```
15
Properties=species:S:1:pos:R:3:forces:R:3:lowdin_charge:R:1
C -2.415861 0.600951 -0.452945 -0.53 0.40 -0.75 -0.46
O -3.314750 0.214412 -1.365179 0.15 -0.13 0.22 -0.36
C 1.441114 -1.405308 -0.032956 -0.37 -0.44 0.14 -0.27
C 0.764782 -0.451093 0.793826 -0.07 0.34 0.15 -0.02
C 0.864376 0.968462 0.635886 0.31 -0.40 1.24 -0.53
O 0.486851 1.759066 1.588369 -0.07 0.42 -0.17 -0.15
N 2.301996 -1.059666 -0.906209 0.56 0.27 -0.46 0.08
H -1.352337 0.455517 -0.788304 0.13 0.01 0.00 0.02
H -2.498101 0.042130 0.523499 0.43 -0.06 0.06 0.06
H 1.188381 -2.461067 0.096917 -0.23 0.02 0.10 0.10
H 1.935921 1.120870 0.311964 -0.18 0.22 -0.52 0.17
H 0.115461 -0.744396 1.606864 -0.01 -0.43 0.06 0.11
H 0.340391 1.141301 -0.373240 -0.18 -0.14 -0.29 0.17
H -2.469438 1.685617 -0.197229 0.02 -0.06 0.22 0.05
H 2.611209 -1.866797 -1.441261 0.01 -0.02 0.00 0.03
```
Positions in Å, forces in eV/Å.

No. 6
DFT (wB97M-V/def2-TZVPD) results for a cluster of 2 separate species, C4H7F in total.

Its HOMO-LUMO gap is 11.26 eV. The calculation puts the relative energy (zero: lowest compared OMol25 entry of this formula, charge and spin) at 25.83 kcal per mole. The net charge is 0. As for the multiplicity: 1. The value obtained for the LUMO energy is 1.146 eV.

Geometry as XYZ:
```
12
Properties=species:S:1:pos:R:3:forces:R:3:lowdin_charge:R:1
C -1.772106 -1.385854 0.449812 -0.06 -0.16 0.05 0.03
C -2.166250 -2.013823 1.536230 0.04 0.21 0.02 -0.23
C 1.364594 1.173593 0.013003 -0.05 0.10 0.20 -0.08
C 1.525119 0.612936 -1.166850 -0.05 -0.13 -0.21 -0.07
F -2.494765 -3.313800 1.528804 -0.03 -0.19 -0.05 0.00
H -1.694726 -1.890827 -0.495683 -0.01 -0.18 -0.17 0.06
H -2.271686 -1.585069 2.522985 0.01 0.06 0.01 0.11
H -1.520933 -0.344648 0.483456 0.03 0.27 0.14 0.04
H 2.129389 1.779157 0.466738 0.22 0.13 0.07 0.04
H 0.457680 1.056283 0.583806 -0.16 -0.05 0.06 0.03
H 2.429863 0.728916 -1.739558 0.20 0.06 -0.06 0.04
H 0.753444 0.009191 -1.617115 -0.15 -0.10 -0.05 0.04
```
Positions in Å, forces in eV/Å.

What did the second record say?
DFT (wB97M-V/def2-TZVPD) results for an isolated molecule of C4H7FO2S.

Its HOMO-LUMO gap is 10.78 eV. The calculation puts the relative energy (zero: lowest compared OMol25 entry of this formula, charge and spin) at 57.24 kcal per mole. The net charge is 0. As for the multiplicity: 1. The value obtained for the LUMO energy is 0.112 eV.

Geometry as XYZ:
```
15
Properties=species:S:1:pos:R:3:forces:R:3:lowdin_charge:R:1
C 1.672839 0.580600 -0.742020 -1.40 -1.96 0.63 -0.18
C 0.998850 -0.793671 -0.828290 0.51 1.12 -0.32 -0.05
C -1.005736 0.273064 1.528517 0.75 0.30 -1.88 -0.12
C -0.302188 -1.041745 -0.760894 0.29 0.41 0.16 -0.16
O -2.830590 -0.453606 -0.305319 1.73 0.86 -0.15 -0.33
O -1.135893 1.438791 -0.772469 -1.08 -0.47 -0.20 -0.35
F 2.243440 0.558342 0.500352 0.68 0.23 2.13 -0.05
S -1.491901 0.137134 -0.226392 0.19 0.71 0.79 0.65
H 2.558308 0.577174 -1.341025 -0.22 0.78 -1.48 0.12
H 0.860358 1.272863 -0.713554 0.45 1.38 -0.85 0.08
H 1.832007 -1.462835 -0.840857 -0.36 -1.48 -0.29 0.11
H -1.751979 1.050128 1.795013 0.63 -0.88 1.01 0.09
H -0.894657 -0.738943 1.886685 -1.30 -0.20 0.86 0.06
H 0.074079 0.556979 1.554726 -1.03 0.71 -0.23 0.07
H -0.826936 -1.954269 -0.734478 0.16 -1.52 -0.18 0.08
```
Positions in Å, forces in eV/Å.

Question: Which formula does entry 5 have?
Answer: C4H8NO2